1.
{
  "formula": "C22H33Cl42N5O3P",
  "method": "wB97M-V/def2-TZVPD",
  "charge": 1,
  "elements": ["C", "N", "C", "N", "C", "N", "C", "N", "P", "O", "O", "N", "C", "C", "C", "O", "C", "H", "H", "H", "H", "H", "H", "H", "H", "H", "H", "H", "H", "H", "H", "H", "H", "H", "H", "H", "C", "Cl", "Cl", "Cl", "H", "C", "Cl", "Cl", "Cl", "H", "C", "Cl", "Cl", "Cl", "H", "C", "Cl", "Cl", "Cl", "H", "C", "Cl", "Cl", "Cl", "H", "C", "Cl", "Cl", "Cl", "H", "C", "Cl", "Cl", "Cl", "H", "C", "Cl", "Cl", "Cl", "H", "C", "Cl", "Cl", "Cl", "H", "C", "Cl", "Cl", "Cl", "H", "C", "Cl", "Cl", "Cl", "H", "C", "Cl", "Cl", "Cl", "H", "C", "Cl", "Cl", "Cl", "H", "C", "Cl", "Cl", "Cl", "H"],
  "positions_angstrom": [[3.065, 1.805, 4.327], [3.637, 2.884, 3.435], [3.260, 2.710, 1.980], [1.797, 2.424, 1.725], [1.368, 0.958, 1.505], [-0.125, 0.975, 1.258], [-0.470, 2.476, 1.343], [-1.744, 2.970, 1.184], [-3.210, 2.026, 0.808], [-4.524, 2.767, 1.731], [-3.135, 0.390, 1.401], [0.754, 3.371, 1.625], [0.782, 4.879, 1.734], [0.734, 5.468, 3.264], [1.057, 7.103, 3.132], [2.408, 7.467, 3.590], [3.461, 6.924, 2.718], [3.266, 0.711, 3.900], [3.453, 1.900, 5.445], [1.885, 1.919, 4.338], [3.323, 3.801, 3.821], [3.489, 3.755, 1.452], [3.955, 1.930, 1.404], [2.150, 0.070, 1.531], [-1.870, 4.020, 1.292], [-4.243, 2.615, 2.691], [-2.563, 0.448, 2.232], [1.750, 5.297, 1.223], [-0.135, 5.361, 1.155], [-0.349, 5.408, 3.746], [1.511, 5.000, 4.003], [0.262, 7.761, 3.719], [0.961, 7.425, 1.987], [3.234, 7.001, 1.572], [4.494, 7.493, 2.902], [3.645, 5.803, 3.019], [-1.076, 2.702, -3.057], [-2.125, 3.446, -4.276], [0.230, 3.810, -2.601], [-2.017, 2.229, -1.632], [-0.630, 1.803, -3.489], [2.763, 0.130, -1.927], [2.735, 0.887, -3.528], [4.318, 0.421, -1.128], [1.429, 0.734, -0.930], [2.637, -0.949, -2.054], [4.024, 5.562, -2.579], [2.975, 6.305, -3.798], [5.330, 6.669, -2.123], [3.083, 5.088, -1.154], [4.470, 4.663, -3.011], [-3.791, -2.725, 0.172], [-3.445, -4.358, 0.767], [-2.875, -2.396, -1.309], [-5.528, -2.521, -0.112], [-3.480, -2.007, 0.936], [3.521, -4.281, -2.717], [4.094, -5.299, -1.385], [2.328, -3.108, -2.134], [4.880, -3.452, -3.496], [3.039, -4.923, -3.459], [4.956, -9.227, -0.452], [5.565, -10.853, -0.098], [5.513, -8.074, 0.773], [5.464, -8.711, -2.069], [3.864, -9.255, -0.427], [-2.844, -7.709, 3.362], [-2.235, -9.335, 3.716], [-2.287, -6.556, 4.586], [-2.336, -7.193, 1.745], [-3.936, -7.737, 3.387], [-9.670, -1.557, 0.602], [-8.825, -0.525, 1.768], [-11.027, -0.686, -0.132], [-8.550, -2.130, -0.647], [-10.066, -2.426, 1.134], [-5.643, -4.915, 6.839], [-5.035, -6.541, 7.193], [-5.086, -3.762, 8.064], [-5.135, -4.399, 5.222], [-6.736, -4.943, 6.864], [6.760, -1.408, -6.236], [6.732, -0.651, -7.838], [8.314, -1.117, -5.438], [5.425, -0.804, -5.240], [6.634, -2.486, -6.363], [-9.243, -4.484, 4.960], [-8.635, -6.110, 5.314], [-8.686, -3.331, 6.185], [-8.735, -3.968, 3.343], [-10.336, -4.513, 4.985], [5.606, -2.041, -11.303], [5.952, -3.674, -10.708], [6.521, -1.712, -12.784], [3.869, -1.838, -11.587], [5.917, -1.324, -10.540], [-3.694, 2.052, 6.059], [-3.348, 0.420, 6.654], [-2.779, 2.382, 4.578], [-5.431, 2.256, 5.775], [-3.383, 2.770, 6.823], [0.577, 0.426, -11.269], [0.153, 0.075, -9.585], [-0.607, -0.296, -12.372], [0.686, 2.175, -11.532], [1.555, -0.015, -11.477]],
  "mulliken_charge": [-0.579, -0.309, -0.531, 0.779, -0.580, -0.385, -0.014, 0.170, 0.247, -0.537, -0.300, 0.612, -0.200, 0.079, -0.504, -0.405, -0.193, 0.229, 0.298, 0.165, 0.220, 0.146, 0.145, 0.415, 0.217, 0.297, 0.326, -0.478, 0.288, 0.221, 0.052, 0.293, 0.330, 0.175, 0.291, -0.055, -0.131, -0.126, -0.026, -0.043, 0.244, 1.121, -0.122, -0.143, 0.114, -0.772, -0.038, -0.106, -0.123, -0.018, 0.276, 0.276, -0.052, -0.146, -0.054, -0.021, -0.043, -0.057, -0.165, -0.073, 0.307, 0.053, -0.118, -0.124, -0.107, 0.289, 0.109, -0.122, -0.108, -0.126, 0.241, 0.134, -0.096, -0.127, -0.120, 0.199, 0.306, -0.112, -0.127, -0.038, -0.075, 0.005, -0.121, -0.115, -0.049, 0.280, -0.016, -0.101, -0.107, -0.053, 0.332, 0.392, -0.118, -0.118, -0.129, -0.043, -0.086, -0.091, -0.031, -0.105, 0.329, 0.425, -0.118, -0.115, -0.122, -0.057]
}



2.
{
  "formula": "C22H33ClFN5O4P",
  "method": "wB97M-V/def2-TZVPD",
  "smiles": "CCCN[C@@]1(Cl)O[C@@](O)(C[C@@H](C)OCc2ccccc2)[C@](F)(CN)[N@@+]1(c1ccncc1)P(N)O",
  "charge": 1,
  "elements": ["C", "C", "C", "N", "C", "Cl", "O", "C", "O", "C", "C", "C", "O", "C", "C", "C", "C", "C", "C", "C", "C", "F", "C", "N", "N", "C", "C", "C", "N", "C", "C", "P", "N", "O", "H", "H", "H", "H", "H", "H", "H", "H", "H", "H", "H", "H", "H", "H", "H", "H", "H", "H", "H", "H", "H", "H", "H", "H", "H", "H", "H", "H", "H", "H", "H", "H", "H"],
  "positions_angstrom": [[-0.187, -2.526, 4.976], [-1.415, -2.994, 3.947], [-0.693, -3.070, 2.439], [-1.582, -2.572, 1.331], [-1.301, -1.135, 0.924], [-0.701, -0.029, 2.343], [0.026, -1.327, 0.243], [0.271, -0.211, -0.686], [0.996, 0.988, -0.244], [1.176, -0.995, -1.854], [2.796, -0.962, -1.540], [3.271, -2.568, -1.537], [3.614, -0.311, -2.567], [3.355, 1.123, -2.703], [4.212, 2.102, -1.706], [5.132, 3.311, -2.409], [5.992, 4.373, -1.499], [5.999, 4.306, 0.148], [5.105, 3.131, 0.877], [4.238, 2.061, -0.068], [-1.336, 0.087, -1.050], [-1.471, -0.820, -2.253], [-1.383, 1.543, -1.730], [-0.379, 1.674, -2.896], [-2.290, -0.476, -0.071], [-3.381, 0.229, 0.646], [-4.058, -0.470, 2.013], [-5.278, 0.348, 2.712], [-5.907, 1.659, 2.366], [-5.361, 2.327, 1.147], [-4.146, 1.634, 0.295], [-3.236, -1.601, -1.145], [-4.470, -0.601, -2.034], [-4.188, -2.730, -0.243], [0.712, -3.276, 4.780], [-0.523, -2.595, 6.097], [0.227, -1.458, 4.670], [-2.280, -2.208, 3.931], [-1.808, -4.077, 4.255], [0.393, -2.638, 2.460], [-0.562, -4.243, 2.252], [-1.456, -3.194, 0.488], [1.473, 0.765, 0.611], [1.013, -0.564, -2.928], [0.821, -2.131, -1.894], [3.052, -0.597, -0.433], [4.450, -2.676, -1.462], [2.860, -3.031, -0.517], [2.791, -3.187, -2.405], [2.235, 1.451, -2.626], [3.694, 1.413, -3.811], [5.128, 3.420, -3.596], [6.597, 5.228, -2.031], [6.581, 5.079, 0.817], [5.082, 3.108, 2.061], [3.599, 1.279, 0.521], [-2.445, 1.667, -2.262], [-1.136, 2.405, -0.978], [0.119, 2.590, -2.858], [-0.904, 1.691, -3.822], [-3.712, -1.506, 2.449], [-5.753, -0.190, 3.668], [-5.830, 3.364, 0.805], [-3.819, 2.230, -0.675], [-4.892, -1.240, -2.743], [-3.972, 0.149, -2.604], [-5.158, -2.523, -0.392]],
  "mulliken_charge": [-0.914, -0.036, -0.624, -0.125, -0.023, -0.152, -0.291, -0.135, -0.557, -0.498, 0.723, -1.226, -0.415, 0.341, 0.584, -0.488, -0.373, -0.362, -0.525, 0.041, 0.876, -0.337, -1.010, -0.425, 1.262, 0.727, -0.514, -0.376, -0.435, -0.283, -0.414, 0.054, -0.577, -0.459, 0.269, 0.343, 0.164, 0.062, 0.317, 0.249, 0.322, 0.411, 0.586, 0.183, 0.371, -0.183, 0.343, 0.255, 0.333, -0.307, 0.276, 0.185, 0.283, 0.291, 0.278, -0.014, 0.085, 0.283, 0.311, 0.244, 0.377, 0.301, 0.309, 0.086, 0.343, 0.288, 0.318]
}



3.
{
  "formula": "C22H33FN4O2",
  "method": "wB97M-V/def2-TZVPD",
  "smiles": "O=C(CCN1CCCCO1)N1CCC[C@H](N2CCN(c3ccc(F)cc3)CC2)C1",
  "elements": ["O", "C", "C", "C", "N", "C", "C", "C", "C", "O", "N", "C", "C", "C", "C", "N", "C", "C", "N", "C", "C", "C", "C", "F", "C", "C", "C", "C", "C", "H", "H", "H", "H", "H", "H", "H", "H", "H", "H", "H", "H", "H", "H", "H", "H", "H", "H", "H", "H", "H", "H", "H", "H", "H", "H", "H", "H", "H", "H", "H", "H", "H"],
  "positions_angstrom": [[-1.957, -0.443, -2.317], [-2.587, 0.533, -1.956], [-4.104, 0.574, -2.095], [-4.668, -0.823, -1.836], [-4.919, -1.015, -0.417], [-5.350, -2.374, -0.121], [-5.659, -2.488, 1.371], [-4.414, -2.108, 2.170], [-3.930, -0.747, 1.671], [-3.676, -0.774, 0.289], [-1.953, 1.636, -1.483], [-2.558, 2.835, -0.951], [-2.604, 2.772, 0.578], [-1.196, 2.550, 1.127], [-0.589, 1.297, 0.485], [0.680, 0.944, 1.093], [1.808, 1.792, 0.758], [2.969, 1.482, 1.713], [3.358, 0.092, 1.604], [4.330, -0.289, 0.692], [4.224, -1.443, -0.094], [5.246, -1.837, -0.936], [6.393, -1.073, -1.012], [7.394, -1.451, -1.843], [6.539, 0.071, -0.249], [5.518, 0.451, 0.596], [2.214, -0.753, 1.869], [1.050, -0.450, 0.920], [-0.579, 1.484, -1.047], [-4.569, 1.265, -1.398], [-4.338, 0.877, -3.118], [-5.636, -0.942, -2.329], [-3.963, -1.567, -2.233], [-6.249, -2.566, -0.710], [-4.579, -3.107, -0.405], [-5.976, -3.505, 1.607], [-6.473, -1.804, 1.617], [-4.630, -2.059, 3.237], [-3.629, -2.848, 2.003], [-2.978, -0.469, 2.132], [-4.684, 0.020, 1.901], [-3.550, 2.987, -1.371], [-1.933, 3.681, -1.261], [-3.025, 3.698, 0.975], [-3.246, 1.943, 0.876], [-1.220, 2.426, 2.210], [-0.581, 3.424, 0.901], [-1.268, 0.460, 0.686], [1.521, 2.838, 0.872], [2.157, 1.629, -0.278], [3.807, 2.137, 1.487], [2.642, 1.664, 2.742], [3.332, -2.048, -0.067], [5.151, -2.725, -1.540], [7.449, 0.647, -0.313], [5.658, 1.326, 1.211], [2.502, -1.802, 1.822], [1.887, -0.533, 2.891], [0.194, -1.078, 1.173], [1.350, -0.672, -0.117], [-0.165, 0.606, -1.543], [-0.009, 2.373, -1.333]],
  "mulliken_charge": [-0.706, 0.760, -0.419, -0.875, -0.416, -0.661, -0.730, -0.823, -0.386, 0.173, 0.203, -1.229, 0.097, -1.011, 0.904, 0.310, -0.367, -1.491, 0.118, 0.790, -0.214, -0.859, 0.335, -0.341, -0.718, -0.273, -1.566, 0.005, -1.433, 0.363, 0.343, 0.484, 0.397, 0.377, 0.368, 0.374, 0.327, 0.371, 0.320, 0.213, 0.363, 0.501, 0.417, 0.495, -0.214, 0.413, 0.332, -0.658, 0.495, 0.276, 0.454, 0.332, 0.254, 0.414, 0.414, 0.397, 0.583, 0.371, 0.311, 0.270, 0.509, 0.151]
}



no.,HOMO-LUMO gap (eV)
1,8.44
2,6.40
3,8.25